No. 1
DFT (wB97M-V/def2-TZVPD) results for C26H65N6O4S3 as an isolated structure.

CARTESIAN COORDINATES (ANGSTROEM)
N -7.371 -1.027 0.110
C -6.115 -1.160 -0.032
C -5.397 -2.470 -0.215
S -4.617 -2.940 1.342
O -4.114 -4.283 1.162
O -5.637 -2.743 2.345
N -3.410 -1.876 1.353
S -3.273 -0.941 2.639
O -3.153 -1.628 3.898
O -4.124 0.224 2.586
S -1.363 -0.134 2.241
H -7.806 -1.949 0.088
H -5.499 -0.266 -0.001
H -4.636 -2.411 -0.984
H -6.126 -3.249 -0.429
H -0.596 -1.042 2.857
C -8.670 1.607 2.030
C -9.692 1.949 0.961
N -10.835 2.698 1.464
C -11.937 2.773 0.527
C -11.720 3.524 -0.794
C -10.518 3.921 2.174
C -9.701 4.992 1.436
H -9.137 1.087 2.867
H -7.913 0.950 1.603
H -8.160 2.493 2.414
H -10.070 1.013 0.541
H -9.180 2.470 0.137
H -12.798 3.209 1.044
H -12.228 1.745 0.288
H -11.699 4.604 -0.652
H -12.541 3.305 -1.481
H -10.794 3.223 -1.285
H -9.976 3.650 3.082
H -11.456 4.362 2.523
H -8.849 4.561 0.910
H -9.308 5.714 2.156
H -10.302 5.548 0.717
C 0.226 -2.775 0.166
C 1.478 -1.933 0.352
N 2.534 -2.613 1.083
C 3.588 -1.727 1.538
C 4.429 -0.989 0.485
C 2.968 -3.875 0.519
C 3.482 -3.866 -0.927
H -0.149 -3.137 1.123
H -0.557 -2.165 -0.284
H 0.393 -3.635 -0.486
H 1.201 -1.042 0.923
H 1.818 -1.572 -0.633
H 4.255 -2.298 2.191
H 3.123 -0.976 2.183
H 5.134 -1.654 -0.016
H 5.014 -0.203 0.970
H 3.806 -0.507 -0.269
H 2.137 -4.582 0.584
H 3.741 -4.287 1.174
H 2.830 -3.298 -1.591
H 3.527 -4.888 -1.309
H 4.486 -3.452 -0.995
C 11.594 -1.958 -1.920
C 10.293 -2.745 -1.859
N 9.320 -2.166 -0.955
C 8.207 -3.050 -0.658
C 7.271 -3.445 -1.808
C 8.978 -0.777 -1.203
C 8.422 -0.407 -2.585
H 12.008 -1.816 -0.921
H 12.326 -2.502 -2.519
H 11.461 -0.979 -2.381
H 10.518 -3.752 -1.497
H 9.905 -2.865 -2.884
H 7.615 -2.593 0.140
H 8.623 -3.965 -0.225
H 6.618 -2.624 -2.100
H 6.629 -4.267 -1.487
H 7.819 -3.783 -2.688
H 9.871 -0.172 -1.022
H 8.266 -0.466 -0.434
H 8.999 -0.859 -3.393
H 8.467 0.676 -2.719
H 7.381 -0.702 -2.702
C 1.786 1.854 1.835
C 2.417 2.736 0.772
N 2.394 2.112 -0.539
C 3.219 2.788 -1.519
C 2.835 4.215 -1.931
C 1.088 1.660 -0.994
C -0.042 2.694 -1.083
H 2.241 0.863 1.828
H 1.930 2.288 2.826
H 0.715 1.742 1.684
H 3.465 2.913 1.035
H 1.923 3.720 0.788
H 3.266 2.161 -2.415
H 4.240 2.810 -1.124
H 1.957 4.231 -2.576
H 3.656 4.669 -2.492
H 2.638 4.850 -1.067
H 0.758 0.858 -0.329
H 1.220 1.183 -1.968
H -0.089 3.325 -0.194
H -1.000 2.179 -1.164
H 0.055 3.339 -1.956

Values from the calculation:
* spin multiplicity: 1
* M: 622.04 g/mol
* total charge: -1
* DFT total energy: -2853.6783 hartree

No. 2
DFT (wB97M-V/def2-TZVPD) results for a 5-piece molecular cluster, C26H66ClN5O6 overall in a non-equilibrium geometry.

CARTESIAN COORDINATES (ANGSTROEM)
C -1.933 6.292 -0.162
C -3.036 5.601 -1.057
O -3.048 4.237 -0.680
C -4.346 3.642 -0.751
C -4.302 2.541 -1.891
C -2.912 1.802 -1.949
C -2.717 0.979 -0.630
C -1.275 1.029 -0.024
N -0.707 2.393 0.106
C 0.610 2.516 -0.528
C 0.558 3.145 -1.957
Cl 0.383 1.823 -3.231
O 1.851 3.684 -2.167
C 1.838 4.653 -3.218
H -2.347 6.435 0.857
H -1.082 5.585 -0.096
H -1.568 7.236 -0.611
H -3.985 6.136 -0.833
H -2.753 5.776 -2.118
H -4.552 3.194 0.242
H -5.153 4.354 -1.015
H -5.110 1.808 -1.666
H -4.475 3.088 -2.839
H -2.996 1.091 -2.805
H -2.085 2.489 -2.187
H -3.440 1.245 0.171
H -2.913 -0.089 -0.888
H -1.341 0.587 1.001
H -0.579 0.369 -0.590
H -0.520 2.502 1.100
H 1.207 1.579 -0.570
H 1.199 3.241 0.080
H -0.238 3.908 -2.063
H 1.006 4.483 -3.927
H 2.808 4.550 -3.753
H 1.803 5.688 -2.808
C -2.665 -3.716 -4.025
C -1.997 -2.373 -3.742
C -1.889 -1.453 -4.971
O -0.889 -1.822 -5.908
C -1.245 -2.893 -6.763
N -0.683 -2.617 -3.133
H -1.995 -4.425 -4.512
H -2.984 -4.181 -3.092
H -3.551 -3.591 -4.653
H -2.620 -1.854 -3.007
H -1.602 -0.458 -4.616
H -2.859 -1.337 -5.471
H -2.304 -2.869 -7.031
H -0.991 -3.850 -6.302
H -0.653 -2.806 -7.675
H -0.289 -1.726 -2.838
H -0.058 -2.926 -3.874
C 1.807 2.615 2.921
C 0.669 3.230 3.731
C 1.144 4.148 4.872
O 1.669 3.468 5.998
C 2.996 2.997 5.829
N -0.197 2.154 4.224
H 2.277 1.769 3.423
H 1.426 2.239 1.969
H 2.579 3.355 2.700
H 0.082 3.850 3.044
H 0.275 4.698 5.245
H 1.856 4.901 4.511
H 3.602 3.682 5.229
H 2.990 2.004 5.378
H 3.450 2.904 6.816
H -1.015 2.566 4.664
H 0.290 1.699 4.993
C -2.222 -8.553 0.129
C -1.617 -7.208 -0.264
C -2.659 -6.130 -0.612
O -3.283 -6.289 -1.878
C -4.306 -7.268 -1.917
N -0.668 -7.417 -1.363
H -2.552 -9.133 -0.733
H -1.479 -9.161 0.648
H -3.072 -8.422 0.802
H -1.058 -6.843 0.603
H -2.140 -5.169 -0.665
H -3.416 -6.033 0.177
H -4.878 -7.301 -0.986
H -3.885 -8.250 -2.140
H -4.983 -7.012 -2.734
H -0.181 -6.543 -1.545
H -1.212 -7.573 -2.208
C 7.030 -1.339 3.219
C 6.151 -1.067 4.436
C 4.909 -0.211 4.131
O 5.168 1.171 3.931
C 5.688 1.496 2.653
N 6.976 -0.468 5.492
H 7.663 -0.491 2.959
H 7.700 -2.178 3.421
H 6.427 -1.600 2.347
H 5.792 -2.036 4.796
H 4.249 -0.257 5.003
H 4.338 -0.618 3.287
H 5.261 0.870 1.865
H 6.776 1.418 2.653
H 5.437 2.538 2.444
H 6.421 -0.394 6.340
H 7.150 0.500 5.230

Values from the calculation:
* SMILES: CCOCCCCCNC[C@H](Cl)OC.COC[C@@H](C)N.COC[C@@H](C)N.COC[C@@H](C)N.COC[C@@H](C)N
* spin multiplicity: 1
* M: 580.30 g/mol
* DFT total energy: -2215.4852 hartree

No. 3
DFT (wB97M-V/def2-TZVPD) results for a 7-piece molecular cluster, C26H69N3O14 overall in a non-equilibrium geometry.

CARTESIAN COORDINATES (ANGSTROEM)
C -2.544 -2.141 -3.428
O -1.538 -1.693 -2.619
C -0.539 -2.704 -2.456
C 0.479 -2.083 -1.496
N 1.165 -1.125 -2.237
C 2.278 -0.502 -1.476
C 2.608 0.713 -2.219
O 3.145 1.672 -1.717
C 4.505 1.578 -1.503
H -3.058 -2.988 -3.154
H -2.099 -2.325 -4.425
H -3.323 -1.321 -3.461
H -0.109 -3.093 -3.385
H -0.930 -3.625 -1.934
H 1.146 -2.843 -1.204
H -0.041 -1.565 -0.717
H 0.430 -0.502 -2.479
H 3.169 -1.099 -1.465
H 1.910 -0.334 -0.462
H 1.654 1.135 -2.466
H 3.030 0.532 -3.280
H 4.901 2.459 -1.250
H 4.899 1.278 -2.390
H 4.848 0.949 -0.665
C 4.166 -1.305 1.763
O 4.026 0.147 1.665
C 2.704 0.547 2.146
C 2.457 1.966 1.689
N 1.069 2.279 2.112
C 1.054 3.723 2.492
C -0.206 4.060 3.250
O -0.195 5.103 3.957
C -1.388 5.608 4.476
H 4.075 -1.836 2.715
H 5.118 -1.668 1.458
H 3.489 -1.694 0.991
H 2.554 0.356 3.195
H 2.050 -0.127 1.633
H 2.551 1.948 0.578
H 3.149 2.513 2.299
H 0.934 1.769 2.953
H 1.078 4.265 1.566
H 1.931 4.185 2.939
H -0.471 3.256 4.017
H -0.976 4.134 2.497
H -1.104 6.477 5.111
H -1.867 5.016 5.159
H -2.046 5.867 3.729
C -2.772 -8.335 2.585
O -1.966 -7.394 3.222
C -2.627 -6.208 3.175
C -2.934 -5.609 1.804
N -3.252 -4.193 1.994
C -3.460 -3.623 0.665
C -4.034 -2.248 0.753
O -3.357 -1.421 1.336
C -3.912 -0.147 1.351
H -3.008 -8.206 1.474
H -3.723 -8.305 3.036
H -2.202 -9.237 2.534
H -1.980 -5.542 3.658
H -3.513 -6.222 3.750
H -3.809 -6.144 1.471
H -2.179 -5.791 1.061
H -2.324 -3.744 2.307
H -4.274 -4.245 0.137
H -2.570 -3.564 0.015
H -5.069 -2.243 1.154
H -4.121 -2.029 -0.327
H -4.610 -0.243 2.093
H -4.242 0.254 0.315
H -3.299 0.673 1.608
C -0.649 1.659 -0.726
C -0.924 1.925 -2.149
O -0.800 0.790 -2.914
O -0.627 2.921 -0.070
H 0.247 1.046 -0.587
H -1.362 0.961 -0.311
H -0.365 2.745 -2.573
H -1.965 2.243 -2.219
H -1.548 0.220 -2.852
H 0.003 2.762 0.654
C 0.132 -0.431 -5.785
C 1.100 0.725 -5.736
O 0.348 1.836 -5.331
O 0.697 -1.721 -6.202
H -0.454 -0.171 -6.682
H -0.430 -0.489 -4.913
H 1.497 0.742 -6.721
H 2.019 0.526 -5.141
H -0.011 1.731 -4.459
H 1.655 -1.732 -6.016
C -1.141 0.236 2.978
C -0.151 -0.119 3.982
O 0.331 0.978 4.691
O -0.941 -0.728 1.990
H -0.905 1.219 2.535
H -2.149 0.178 3.318
H 0.806 -0.566 3.567
H -0.588 -0.806 4.590
H -0.135 0.876 5.524
H -1.774 -1.101 1.734
C 2.444 4.760 -1.017
C 3.036 4.787 -2.349
O 4.406 4.465 -2.626
O 1.206 5.324 -1.247
H 2.947 5.410 -0.244
H 2.431 3.717 -0.614
H 2.789 5.798 -2.715
H 2.382 4.166 -3.065
H 4.945 5.274 -2.418
H 0.611 4.652 -1.608

Values from the calculation:
* SMILES: COCCNCCOC.COCCNCCOC.COCCNCCOC.OCCO.OCCO.OCCO.OCCO
* spin multiplicity: 1
* M: 647.85 g/mol
* DFT total energy: -2249.1437 hartree

Here are the calculated gap between HOMO and LUMO numbers, same order: 8.1, 9.7, 8.8 (eV).